Computed, not measured: a cluster of 2 separate species, C4H11PS2 in total in a non-equilibrium geometry, with ωB97M-V/def2-TZVPD.

ΔE to the lowest compared entry with this formula, charge and spin, kcal per mole: 100.91
Gap between HOMO and LUMO (alpha / beta), eV: 6.102 / 6.086
HOMO level (alpha / beta), eV: -8.68 / -8.61

Last column: Mulliken charge in e.
Positions of all 18 atoms, in Å:
C (2.143, 0.381, 1.319)  -1.05
C (-0.903, 1.535, -1.510)  -1.13
C (-1.092, -2.403, 0.211)  -0.15
C (1.423, 1.116, 0.201)  -0.40
P (-0.390, 0.524, -0.062)  0.08
S (-4.006, -0.975, 0.431)  -0.07
S (-0.102, -1.421, -0.918)  -0.14
H (1.433, 0.200, 2.044)  0.37
H (2.487, -0.660, 1.066)  0.27
H (3.070, 0.987, 1.550)  0.30
H (-1.794, 1.104, -1.886)  0.34
H (-0.934, 2.609, -1.128)  0.34
H (-0.283, 1.477, -2.318)  0.42
H (-0.841, -2.472, 1.291)  0.31
H (-0.975, -3.348, -0.095)  0.39
H (-2.105, -1.891, 0.321)  -0.46
H (1.808, 1.049, -0.849)  0.32
H (1.061, 2.188, 0.331)  0.27

Computed, not measured: a cluster of 3 separate species, C8H23ClNO8P2 in total in a non-equilibrium geometry, with ωB97M-V/def2-TZVPD.

Charge: -1
Gap between HOMO and LUMO, eV: 2.893
HOMO level, eV: -1.41

Last column: Mulliken charge in e.
Positions of all 43 atoms, in Å:
N (-1.727, -1.917, 0.692)  -0.43
C (-2.594, -2.594, 1.700)  -0.43
C (-2.147, -4.022, 1.972)  -0.65
Cl (-1.162, -4.041, 3.552)  -0.37
H (-1.949, -0.932, 0.603)  0.13
H (-1.769, -2.383, -0.202)  0.18
H (-2.576, -1.983, 2.599)  0.31
H (-3.624, -2.662, 1.329)  0.28
H (-1.397, -4.243, 1.208)  0.02
C (4.586, -4.006, -3.336)  -0.74
O (4.089, -2.833, -2.669)  -0.27
P (2.806, -2.989, -1.722)  1.04
O (1.602, -3.169, -2.535)  -0.67
O (2.943, -1.517, -1.090)  -0.30
C (2.580, -0.389, -1.879)  -0.62
O (2.771, -3.774, -0.376)  -0.38
C (1.864, -3.292, 0.662)  -0.43
H (5.550, -3.751, -3.767)  0.23
H (4.721, -4.835, -2.642)  0.31
H (3.899, -4.302, -4.130)  0.31
H (1.836, -0.659, -2.629)  0.34
H (3.464, 0.026, -2.369)  0.22
H (2.156, 0.357, -1.210)  0.20
H (0.905, -2.993, 0.245)  0.27
H (2.318, -2.461, 1.192)  0.23
H (1.713, -4.115, 1.352)  0.23
C (-0.914, 3.810, 3.477)  -0.73
O (-0.973, 4.349, 2.137)  -0.29
P (-2.106, 3.774, 1.121)  0.97
O (-1.589, 2.456, 0.712)  -0.51
O (-1.782, 4.980, 0.081)  -0.34
C (-0.489, 5.039, -0.515)  -0.59
O (-3.659, 3.768, 0.726)  -0.40
C (-3.975, 3.772, -0.670)  -0.53
H (-0.239, 4.441, 4.050)  0.22
H (-1.890, 3.819, 3.958)  0.32
H (-0.528, 2.792, 3.452)  0.32
H (-0.036, 4.048, -0.568)  0.31
H (0.161, 5.707, 0.051)  0.21
H (-0.612, 5.432, -1.523)  0.24
H (-3.317, 3.097, -1.214)  0.30
H (-3.909, 4.776, -1.082)  0.23
H (-5.001, 3.419, -0.745)  0.25

Computed, not measured: the molecule C6H13N3 in a non-equilibrium geometry, with ωB97M-V/def2-TZVPD.

ΔE to the lowest compared entry with this formula, charge and spin, kcal per mole: 64.77
Gap between HOMO and LUMO, eV: 9.713
HOMO level, eV: -8.88

Last column: Mulliken charge in e.
Positions of all 22 atoms, in Å:
C (0.969, -1.894, 1.082)  -1.04
N (0.911, -1.420, -0.298)  -0.58
C (0.773, 0.188, -0.363)  1.17
C (0.513, 0.348, -1.876)  -1.96
C (2.038, 0.746, 0.061)  0.22
N (2.997, 1.241, 0.385)  -0.51
N (-0.275, 0.496, 0.495)  0.10
C (-0.291, 1.912, 0.928)  -1.06
C (-1.613, -0.064, 0.173)  -1.13
H (0.403, -2.912, 1.232)  0.23
H (1.917, -2.244, 1.415)  0.34
H (0.584, -1.143, 1.660)  0.42
H (1.747, -1.758, -0.755)  0.32
H (-0.111, 1.200, -2.142)  0.33
H (1.497, 0.378, -2.210)  0.52
H (0.102, -0.542, -2.260)  0.51
H (-1.325, 2.113, 0.850)  0.42
H (0.027, 2.067, 1.971)  0.24
H (0.143, 2.492, 0.121)  0.38
H (-1.511, -1.095, 0.255)  0.34
H (-2.407, 0.366, 0.790)  0.44
H (-1.991, 0.166, -0.850)  0.32

Computed, not measured: the molecule C4H6O, with ωB97M-V/def2-TZVPD.

ΔE to the lowest compared entry with this formula, charge and spin, kcal per mole: 107.50
Gap between HOMO and LUMO (alpha / beta), eV: 7.413 / 7.411
HOMO level (alpha / beta), eV: -7.43 / -7.43

Last column: Mulliken charge in e.
Positions of all 11 atoms, in Å:
O (0.900, 0.516, 1.055)  -0.47
C (-0.188, 0.910, -0.574)  -0.21
C (-0.680, -0.370, -1.028)  -0.15
C (-0.079, -1.416, -0.005)  -0.69
C (0.635, -0.913, 0.978)  -0.18
H (0.510, 0.867, 1.876)  0.35
H (-0.832, 1.594, -0.025)  0.24
H (0.687, 1.362, -1.032)  0.24
H (-1.770, -0.455, -0.997)  0.25
H (-0.317, -0.638, -2.024)  0.25
H (1.135, -1.458, 1.776)  0.38